1.
ORCA calculation (ωB97M-V with the def2-TZVPD basis set) on an isolated ion of composition C12H23BFO3 and charge -1.

Calculated values
LUMO in eV: 3.294
Net charge: -1
Kohn-Sham gap in eV: 7.3
HOMO level in eV: -4.04

Each line ends with the Mulliken charge.
CARTESIAN COORDINATES (ANGSTROEM)
C: 4.43 2.74 1.37  -0.1301
C: 4.45 1.53 1.28  -0.5036
C: 4.84 0.03 1.26  -0.4296
C: 3.54 -0.86 1.36  -0.5666
C: 2.89 -1.10 -0.06  -0.7414
B: 1.26 -1.37 0.05  0.9671
F: 0.96 -2.53 0.91  -0.4654
C: 0.72 -1.71 -1.50  -0.7143
O: -0.42 -0.87 -1.86  -0.3454
C: -0.02 0.40 -2.33  -0.4734
C: -0.79 1.49 -1.48  -0.3108
O: -2.22 1.37 -1.73  -0.3839
C: -2.87 2.27 -0.84  -0.5140
C: -3.45 1.47 0.43  -0.5137
O: -3.27 0.07 0.24  -0.1425
C: -4.14 -0.69 1.06  -0.4149
C: -3.68 -2.19 0.94  -0.9486
H: 4.63 3.82 1.35  0.4045
H: 5.50 -0.17 2.14  0.3033
H: 5.41 -0.13 0.31  0.2759
H: 3.80 -1.86 1.80  0.2557
H: 2.81 -0.37 2.06  0.2655
H: 3.38 -2.02 -0.50  0.1967
H: 3.08 -0.26 -0.78  0.2122
H: 0.67 -0.38 0.40  -0.4219
H: 1.58 -1.53 -2.21  0.2526
H: 0.47 -2.80 -1.59  0.1127
H: -0.31 0.50 -3.41  0.3018
H: 1.07 0.63 -2.19  0.2569
H: -0.49 2.53 -1.80  0.2844
H: -0.61 1.32 -0.39  0.2622
H: -3.74 2.79 -1.32  0.3480
H: -2.15 3.01 -0.41  0.3068
H: -4.54 1.67 0.58  0.3380
H: -2.88 1.79 1.34  0.2615
H: -5.21 -0.61 0.70  0.3012
H: -4.10 -0.39 2.14  0.3190
H: -2.58 -2.25 1.15  0.1854
H: -4.24 -2.84 1.65  0.3439
H: -3.80 -2.50 -0.13  0.2645

=====

2.
ORCA calculation (ωB97M-V with the def2-TZVPD basis set) on one molecule with the formula C5H10O.

Calculated values
LUMO in eV: 1.052
Relative energy (zero: lowest compared OMol25 entry of this formula, charge and spin) in kcal/mol: 25.89
Kohn-Sham gap in eV: 11.2
HOMO level in eV: -10.16

Each line ends with the Mulliken charge.
CARTESIAN COORDINATES (ANGSTROEM)
O: -0.58 -0.09 2.52  -0.5097
C: -0.33 0.87 1.50  -0.6588
C: -0.49 0.27 0.10  0.3701
C: 0.35 0.80 -1.09  -0.7035
C: 0.38 -0.65 -1.63  -0.5544
C: 0.07 -1.14 -0.20  -0.8042
H: 0.01 -0.85 2.38  0.3243
H: -1.06 1.67 1.67  0.2903
H: 0.67 1.34 1.59  0.2695
H: -1.54 0.28 -0.17  0.2072
H: 1.35 1.13 -0.78  0.2476
H: -0.10 1.57 -1.73  0.3298
H: -0.44 -0.84 -2.33  0.2404
H: 1.31 -1.00 -2.09  0.3070
H: 1.00 -1.35 0.34  0.3363
H: -0.61 -1.99 -0.08  0.3079

=====

3.
ORCA calculation (ωB97M-V with the def2-TZVPD basis set) on C5H10O as an isolated structure.

Calculated values
LUMO in eV: 0.990
Relative energy (zero: lowest compared OMol25 entry of this formula, charge and spin) in kcal/mol: 129.71
Kohn-Sham gap in eV: 8.6
HOMO level in eV: -7.66

Each line ends with the Mulliken charge.
CARTESIAN COORDINATES (ANGSTROEM)
C: -1.08 -1.01 1.16  -1.1621
C: 0.17 -0.97 0.30  -0.1919
C: 1.12 0.21 -0.98  -0.1264
C: 0.06 0.95 -1.75  -0.9528
C: 0.71 0.63 0.75  -0.8119
O: 1.74 1.10 -0.08  -0.2779
H: -1.85 -0.35 0.74  0.2856
H: -0.86 -0.67 2.18  0.3365
H: -1.48 -2.03 1.20  0.3736
H: -0.11 -1.42 -0.67  0.4216
H: 0.97 -1.63 0.65  0.3500
H: 0.72 1.41 -2.50  0.3259
H: -0.63 0.27 -2.26  0.3050
H: -0.50 1.76 -1.27  0.2837
H: 1.11 0.38 1.72  0.5016
H: -0.09 1.37 0.80  0.3394

=====

4.
ORCA calculation (ωB97M-V with the def2-TZVPD basis set) on a 2-piece molecular cluster, C5H11BO2 overall.

Calculated values
LUMO (spin up / spin down) in eV: -0.507 / 0.242
Relative energy (zero: lowest compared OMol25 entry of this formula, charge and spin) in kcal/mol: 128.87
Kohn-Sham gap (spin up / spin down) in eV: 7.8 / 8.6
HOMO level (spin up / spin down) in eV: -8.26 / -8.36

Each line ends with the Mulliken charge.
CARTESIAN COORDINATES (ANGSTROEM)
B: 2.89 -0.04 0.13  0.3620
C: -1.06 1.49 -0.04  -0.8614
C: -0.33 0.77 0.98  -0.2678
C: -1.25 0.01 0.06  1.3167
C: -2.60 -0.52 0.55  -1.3114
C: -0.61 -0.85 -1.05  -1.4000
O: 3.51 -1.26 0.08  -0.4705
O: 3.73 1.09 -0.06  -0.5103
H: -1.91 2.16 0.24  0.2270
H: -0.63 1.84 -0.98  0.2050
H: -0.42 0.84 2.12  0.2267
H: -2.61 -1.34 1.40  0.2451
H: -3.16 -0.94 -0.36  0.3267
H: -3.39 0.30 0.90  0.2838
H: -1.16 -1.50 -1.62  0.5217
H: 0.06 -1.58 -0.49  0.1980
H: -0.07 -0.20 -1.71  0.3039
H: 4.32 -1.24 -0.39  0.3012
H: 4.68 0.97 0.26  0.3036

=====

5.
ORCA calculation (ωB97M-V with the def2-TZVPD basis set) on C18H8CeN7O5S3SbSe as an isolated structure.

Calculated values
LUMO (spin up / spin down) in eV: 0.094 / -0.690
Net charge: -1
Relative energy (zero: lowest compared OMol25 entry of this formula, charge and spin) in kcal/mol: 36.74
Spin multiplicity: 2
Kohn-Sham gap (spin up / spin down) in eV: 5.3 / 4.5
Expectation value of S²: 0.76
HOMO level (spin up / spin down) in eV: -5.20 / -5.19

Each line ends with the Mulliken charge.
CARTESIAN COORDINATES (ANGSTROEM)
Ce: -1.11 -0.91 1.66  1.2024
O: -1.98 -0.15 5.91  -0.6725
C: -1.56 -0.15 4.73  0.5620
O: -2.08 -0.58 3.68  -0.4570
C: -0.04 0.44 4.31  0.5447
O: 0.49 1.40 4.78  -0.5781
O: 0.36 -0.34 3.34  -0.4161
Se: 3.94 -0.89 -5.00  0.2132
N: 4.18 -1.01 -3.22  -0.8195
C: 2.98 -1.10 -2.67  0.7951
C: 2.74 -1.14 -1.22  0.4413
C: 3.81 -1.10 -0.34  -0.5538
C: 3.52 -1.31 1.04  -0.9541
C: 2.21 -1.30 1.48  -0.2898
N: 1.17 -1.14 0.64  0.1431
C: 1.41 -1.19 -0.69  -0.5404
C: 0.29 -1.17 -1.61  -0.0281
N: -0.98 -1.13 -1.13  0.2930
C: -2.01 -1.04 -1.99  -1.5107
C: -1.84 -1.14 -3.38  -0.3839
C: -0.54 -1.14 -3.93  -0.7763
C: 0.51 -1.11 -3.05  0.6726
C: 1.84 -1.04 -3.61  0.9349
N: 2.12 -0.75 -4.86  -0.7904
H: 4.81 -0.88 -0.73  0.4776
H: 4.26 -1.32 1.80  0.4378
H: 1.91 -1.48 2.51  0.6481
H: -2.91 -0.70 -1.52  1.0025
H: -2.78 -1.16 -3.97  0.4398
H: -0.31 -1.24 -4.97  0.5561
S: -3.70 -3.06 -1.75  -0.2506
Sb: -3.86 -3.12 0.68  0.4842
S: -3.69 -0.65 1.04  -0.5614
S: -1.73 -3.63 1.76  -0.5905
N: -2.61 3.02 1.55  -0.2805
C: -1.33 2.69 1.30  0.4746
O: -0.84 1.50 1.33  -0.3241
C: -0.55 3.88 0.81  0.3163
C: 0.78 3.73 0.45  0.0993
N: 1.88 3.72 0.04  -0.7269
C: -1.07 5.15 0.71  -0.0499
N: -1.54 6.24 0.59  -0.6048
H: -2.86 3.97 1.53  0.1951
H: -3.27 2.32 1.96  0.2254

=====

6.
ORCA calculation (ωB97M-V with the def2-TZVPD basis set) on C25H41N3P2V as an isolated structure.

Calculated values
LUMO (spin up / spin down) in eV: -4.260 / -3.830
Net charge: +1
Relative energy (zero: lowest compared OMol25 entry of this formula, charge and spin) in kcal/mol: 30.91
Spin multiplicity: 3
Kohn-Sham gap (spin up / spin down) in eV: 6.1 / 6.5
Expectation value of S²: 2.03
HOMO level (spin up / spin down) in eV: -10.37 / -10.36

Each line ends with the Mulliken charge.
CARTESIAN COORDINATES (ANGSTROEM)
V: 0.31 -0.21 -0.48  0.0502
C: -1.36 -0.79 0.82  0.2641
C: -0.96 -1.87 -0.04  1.0801
C: 0.88 -1.26 1.27  0.3820
C: -0.24 -0.42 1.62  1.0520
C: 0.45 -2.14 0.21  0.8622
C: -2.75 -0.26 1.01  -1.8355
H: -3.35 -0.39 0.10  0.4328
H: -2.71 0.81 1.26  0.3562
H: -3.25 -0.78 1.84  0.3339
C: -0.28 0.58 2.71  -1.5538
H: -1.02 1.36 2.50  0.3358
H: 0.70 1.07 2.84  0.3362
H: -0.55 0.13 3.69  0.3071
C: 2.20 -1.33 1.93  -1.4335
H: 2.24 -2.13 2.69  0.3212
H: 2.44 -0.39 2.45  0.3336
H: 2.99 -1.52 1.20  0.3294
C: 1.30 -3.14 -0.47  -1.5685
H: 1.33 -4.08 0.10  0.3900
H: 2.34 -2.79 -0.53  0.3330
H: 0.95 -3.39 -1.48  0.2980
C: -1.87 -2.75 -0.83  -1.4138
H: -1.98 -3.73 -0.34  0.3476
H: -1.48 -2.94 -1.84  0.2425
H: -2.88 -2.33 -0.91  0.4491
C: -0.72 2.07 -1.57  -1.2543
C: -1.90 1.39 -1.65  0.0163
C: -2.28 0.38 -2.67  -1.2385
C: -1.17 -0.21 -3.57  1.2219
C: 0.02 -0.79 -2.89  -0.0433
C: 1.28 -0.15 -2.77  -0.5781
C: 1.53 1.36 -2.74  -1.0235
C: 0.28 2.25 -2.68  0.6116
H: -3.02 0.90 -3.31  0.7263
H: -0.84 0.58 -4.29  -2.7067
H: -2.83 -0.44 -2.18  0.2916
H: -0.28 2.16 -3.64  -1.1213
H: -0.54 2.63 -0.64  0.2817
H: -2.66 1.59 -0.90  0.8004
H: 0.61 3.31 -2.68  0.6918
H: 2.23 1.63 -1.92  0.1396
H: 2.17 -0.79 -2.68  0.4370
H: 2.06 1.62 -3.67  0.8491
H: -1.64 -0.98 -4.20  0.6562
H: 0.08 -1.89 -2.92  0.5707
P: -0.56 1.96 -5.78  0.7623
C: -0.64 3.70 -6.36  -1.2028
C: -1.67 1.16 -6.99  -1.3589
P: 1.55 -0.23 -5.22  1.2591
C: 1.10 1.29 -6.23  -1.3892
C: 0.82 -1.66 -6.11  -1.3563
C: 3.37 -0.36 -5.43  -1.2815
H: 0.26 4.25 -6.02  0.3682
H: -1.55 4.15 -5.93  0.3630
H: -0.71 3.68 -7.46  0.4224
H: -1.40 1.57 -7.98  0.4562
H: -2.70 1.47 -6.74  0.3619
H: -1.59 0.06 -6.96  0.3274
H: 3.68 -0.03 -6.44  0.4123
H: 3.64 -1.42 -5.28  0.4216
H: 3.87 0.25 -4.66  0.3246
H: 1.83 2.10 -5.99  0.5057
H: 1.15 1.05 -7.31  0.6057
H: 1.53 -2.49 -6.02  0.4404
H: 0.65 -1.43 -7.18  0.4040
H: -0.13 -1.95 -5.63  0.2819
N: 1.71 1.13 0.06  -0.5382
C: 2.45 1.84 0.66  0.8392
N: 3.28 2.62 1.22  -0.7419
C: 3.34 2.82 2.53  0.4739
N: 3.41 3.01 3.68  -0.5212

=====

7.
ORCA calculation (ωB97M-V with the def2-TZVPD basis set) on one molecule with the formula C10H10N2O.

Calculated values
LUMO in eV: 0.387
Relative energy (zero: lowest compared OMol25 entry of this formula, charge and spin) in kcal/mol: 33.92
Kohn-Sham gap in eV: 7.9
HOMO level in eV: -7.54

Each line ends with the Mulliken charge.
CARTESIAN COORDINATES (ANGSTROEM)
C: 1.22 -1.72 3.25  -0.8946
C: 0.86 -1.07 0.89  -0.3637
C: 0.25 0.01 0.21  -0.2131
C: 0.22 0.45 2.50  0.3098
C: -0.13 0.12 -1.11  0.7736
C: 0.44 -0.56 -2.21  -0.3601
C: 0.09 -0.35 -3.48  -0.4101
C: -0.98 0.47 -3.90  -0.5006
C: -1.64 1.09 -2.88  -0.6066
C: -1.23 0.84 -1.53  -0.1010
H: 0.43 -2.53 3.27  0.3101
H: 1.43 -1.38 4.26  0.3320
H: 2.18 -2.14 2.88  0.2816
H: 1.72 -1.83 0.52  0.1577
H: -0.75 1.77 1.27  0.3284
H: 1.24 -1.22 -1.95  0.2985
H: 0.79 -0.86 -4.22  0.2373
H: -1.25 0.66 -4.83  0.5428
H: -2.62 1.56 -3.07  0.3118
H: -2.00 1.27 -0.85  0.2207
N: 0.79 -0.75 2.25  0.1756
N: -0.23 0.80 1.22  -0.1675
O: 0.04 1.09 3.51  -0.6625

=====

Values for calculated total energy, eV, ordered as above
-22351.2174; -7393.6426; -7389.1404; -10130.8374; -156788.1341; -75316.6877; -15558.6964
Values for max |F|, eV/Å, ordered as above
1.72; 0.48; 1.23; 4.09; 4.59; 4.36; 4.99